The following is a quantum chemistry calculation of a structure of composition C27H22Cl6GaN4OS at a distorted geometry, from the OMol25 dataset.

The LUMO energy is -3.59 eV. Its total energy is -174706.7572 eV. The value obtained for the gap between HOMO and LUMO is 7.1 eV. Its net charge is +1.

The geometry in XYZ format:
```
62
Properties=species:S:1:pos:R:3:forces:R:3:mulliken_charge:R:1
Ga 0.115800 0.390900 0.204600 -0.2724 -0.2775 0.6246 0.012
Cl -3.967200 -3.388300 -4.139800 -0.1262 -0.0568 -0.0230 -0.215
C -3.153800 -2.142600 -3.262900 0.0574 0.0569 0.2774 -0.045
C -2.604100 -1.059000 -3.958300 0.0210 -0.0325 0.1986 -0.457
C -1.879900 -0.103300 -3.289300 0.1079 -0.0038 0.0815 -0.606
C -1.642100 -0.194600 -1.906600 -0.1062 -0.2300 0.1216 0.533
O -0.862800 0.712600 -1.348800 0.2034 0.3194 0.0073 -0.597
C -2.280900 -1.250600 -1.189800 0.1111 0.2164 -0.5946 0.324
C -2.283600 -1.290000 0.231300 -0.0072 0.1502 0.2018 0.386
N -1.477800 -0.592300 0.968000 0.3203 -0.4149 -0.7522 0.209
C -1.720500 -0.302400 2.304300 -0.4320 0.0621 0.9774 -0.228
C -2.397700 -1.076600 3.218200 0.3948 0.1935 -0.4503 -0.605
C -2.688900 -0.571200 4.494100 -0.0156 0.2891 0.1980 -0.971
C -2.337800 0.704600 4.848300 -0.0301 -0.2460 -0.0009 -0.871
C -1.633200 1.525700 3.940900 0.0900 -0.1691 -0.3869 0.699
C -1.284300 2.866400 4.199300 0.2255 0.0219 -0.2956 -0.565
C -0.641200 3.593900 3.231000 -0.1301 -0.0270 0.3179 -1.009
C -0.315400 2.980300 2.017000 0.0038 -0.0040 -0.1971 0.031
N -0.626300 1.733600 1.742100 0.0874 0.1112 -0.3602 0.095
C -1.291300 1.004000 2.668500 -0.4931 -0.1293 0.6340 1.091
C -3.037600 -2.209200 -1.896100 0.1354 0.0969 -0.2280 -1.075
H -2.747800 -0.980900 -5.025300 -0.0047 -0.0364 -0.0878 0.457
H -1.430600 0.718300 -3.828900 0.0011 0.0735 0.0275 0.521
H -3.071500 -1.874200 0.706400 -0.0249 0.0727 0.0595 0.402
H -2.700500 -2.080500 2.966000 -0.0607 -0.1208 -0.0796 0.481
H -3.229100 -1.197400 5.188100 -0.0001 -0.0192 0.0765 0.427
H -2.602000 1.096100 5.819800 0.0049 0.0344 0.0621 0.431
H -1.528200 3.305500 5.153200 -0.0595 0.0836 0.1336 0.480
H -0.383300 4.628400 3.391500 0.0545 0.0642 -0.0097 0.408
H 0.195800 3.527500 1.237700 0.1205 0.0653 -0.0231 0.543
H -3.491700 -3.026300 -1.357100 -0.1007 -0.0871 0.0659 0.467
Cl 1.422800 -1.371400 2.920300 -0.0724 -0.3860 0.4105 -0.155
C 2.506600 -0.392100 2.031300 0.0604 0.3243 -0.3782 0.517
C 1.962800 0.388300 1.029700 -0.3767 0.0289 -0.5384 -0.894
C 2.794700 1.217600 0.298100 0.0180 -0.5499 0.6879 0.628
Cl 1.944000 2.090300 -0.912000 0.2405 0.8402 -0.7390 -0.130
C 4.160800 1.279600 0.516900 0.0887 -0.0386 -0.0119 -0.052
Cl 5.158900 2.330000 -0.399400 -0.0496 0.0151 -0.0675 -0.173
C 4.707400 0.437200 1.494600 -0.1371 0.0570 -0.0692 0.536
Cl 6.403700 0.406300 1.724100 0.0251 0.0393 0.0590 -0.159
C 3.880900 -0.388700 2.265800 0.0015 -0.0287 -0.0177 0.011
Cl 4.563600 -1.414300 3.461500 -0.0739 0.0331 -0.0104 -0.170
C 1.802400 -0.828500 -3.341100 -0.1276 0.4631 0.1434 -0.569
N 2.155100 -2.175800 -2.964000 0.1765 -0.2997 0.2342 0.175
C 2.675500 -2.958100 -4.069400 0.1847 -0.2520 -0.2595 -1.232
C 1.828600 -2.719100 -1.784900 -0.5864 0.3080 0.1286 0.279
S 0.720000 -2.022400 -0.688600 0.1834 -0.2898 0.0139 -0.098
N 2.302000 -3.949500 -1.466800 0.1043 -0.0624 -0.1952 0.124
C 1.619300 -4.738600 -0.461700 -0.2296 -0.1968 0.1757 -1.003
C 3.724800 -4.248400 -1.527600 0.2038 -0.0118 -0.0590 -1.122
H 2.689600 -0.306300 -3.705200 -0.0143 -0.0037 0.0010 0.381
H 1.387500 -0.286900 -2.493300 0.0751 -0.0793 -0.1111 -0.235
H 1.056900 -0.847300 -4.139600 -0.0033 -0.0258 0.0169 0.371
H 2.066900 -2.758500 -4.955500 0.0344 0.0316 0.0829 0.369
H 2.622400 -4.021800 -3.854900 -0.0126 0.0504 0.0394 0.420
H 3.708600 -2.686800 -4.301000 -0.0308 -0.0213 0.0121 0.360
H 0.541600 -4.661000 -0.593500 0.1102 -0.0600 0.0271 0.316
H 1.868800 -4.424400 0.556600 0.0232 0.0117 -0.0400 0.347
H 1.919900 -5.776100 -0.602400 0.0260 -0.0198 0.0293 0.333
H 4.240800 -3.576500 -2.203700 0.0455 -0.0015 -0.0408 0.385
H 3.871400 -5.280600 -1.851100 0.0580 0.0883 -0.0354 0.328
H 4.162700 -4.130500 -0.529200 -0.0206 -0.0209 -0.0649 0.359
```
Forces are in eV/Å.

The following is a quantum chemistry calculation of an isolated molecule of C6H12O, from the OMol25 dataset.

The LUMO energy is 1.04 eV. Its total energy is -8462.0779 eV. The value obtained for the gap between HOMO and LUMO is 9.5 eV. The SMILES is C=C(C)CCOC. Its net charge is 0.

The geometry in XYZ format:
```
19
Properties=species:S:1:pos:R:3:forces:R:3:mulliken_charge:R:1
C -0.764541 2.117483 0.949640 0.0175 0.2352 -0.1803 -0.833
O -0.944554 0.899610 0.259516 -0.4118 0.1087 -0.5193 -0.308
C 0.718314 -0.512975 1.262511 0.5360 -0.5534 0.2290 -0.814
C 0.688827 -1.098314 0.068973 0.0136 -0.0073 0.2868 0.701
C 0.000961 -2.414090 -0.171758 -0.0186 -0.0988 0.0308 -1.289
C -0.424591 0.683617 -1.060120 -0.2293 0.2112 0.0346 -0.449
C 0.891182 -0.187441 -1.107225 -0.0584 0.1117 0.2209 -0.825
H 0.267351 2.499261 0.955408 -0.0828 -0.1817 -0.1967 0.370
H -1.053926 1.968565 2.002936 0.0668 -0.1885 -0.4518 0.256
H -1.422838 2.885131 0.536554 0.0551 0.1603 -0.0462 0.333
H 1.170343 0.468134 1.392438 -0.0466 -0.2272 -0.0124 0.343
H 0.196979 -0.915620 2.123309 0.3550 -0.2767 0.0821 0.232
H -0.383973 -2.820151 0.768295 0.1070 -0.0263 -0.1280 0.354
H 0.687474 -3.145170 -0.615874 -0.0876 0.0643 0.0716 0.312
H -0.851016 -2.323912 -0.863474 0.2019 0.1191 0.1113 0.291
H -0.300910 1.645100 -1.562486 0.0583 -0.0380 -0.1276 0.365
H -1.199132 0.099297 -1.574693 0.0820 0.3067 0.0848 0.295
H 1.794255 0.433728 -1.037506 -0.2601 -0.0828 0.2360 0.308
H 0.977423 -0.747056 -2.055887 -0.2980 0.3635 0.2744 0.358
```
Forces are in eV/Å.

The following is a quantum chemistry calculation of a structure of composition C26H23N4O7STc, from the OMol25 dataset.

The LUMO energy (alpha / beta) is -4.18 / -4.57 eV. Its total energy is -60657.0525 eV. The multiplicity is 4. The value obtained for the gap between HOMO and LUMO (alpha / beta) is 7.0 / 6.8 eV. Its net charge is +1.

The geometry in XYZ format:
```
62
Properties=species:S:1:pos:R:3:forces:R:3:lowdin_spin:R:1
Tc 0.917922 1.519056 0.823388 -0.2215 0.2342 -0.1228 2.483
O -1.440097 4.360654 2.526974 -0.2114 0.2459 -0.0711 0.022
C -0.685063 3.466700 2.296686 0.4742 -0.0947 -0.4951 0.010
O -0.007783 3.271326 1.160411 0.2387 0.4721 0.5159 0.084
C -0.349520 2.422311 3.323735 0.3817 0.0049 -0.2360 0.013
C -0.731888 2.389584 4.642130 -0.1174 0.0423 0.4545 -0.003
C -0.204882 1.386837 5.450357 -0.0282 0.0216 0.0896 0.014
C 0.722198 0.478908 4.935566 -0.0215 -0.0885 0.4633 -0.003
C 1.051270 0.582912 3.612095 -0.1325 0.0814 -0.4755 0.013
N 0.482443 1.509072 2.844050 0.0899 0.0343 0.3429 0.004
C 2.058729 -0.209810 2.831352 -0.1428 0.5586 -0.5737 0.009
O 2.620662 -1.170791 3.241231 0.2849 -0.5256 0.1358 0.020
O 2.249962 0.353309 1.618081 0.0867 -0.1349 0.3893 0.045
H -1.408464 3.150709 5.013434 0.0550 -0.0813 -0.0076 0.000
H -0.491098 1.328442 6.495492 0.0500 0.0266 -0.1115 0.001
H 1.206596 -0.272114 5.549244 -0.0934 0.0564 -0.0455 0.000
C 2.886296 -3.130790 -4.729669 -0.0268 0.1360 0.0122 0.000
C 2.499216 -1.836496 -4.056577 0.0151 -0.1097 -0.0748 0.000
C 1.286874 -1.712212 -3.380793 -0.0223 -0.0987 -0.0635 0.000
C 0.947302 -0.539567 -2.721912 0.0732 0.0568 -0.0480 0.000
C 1.834194 0.526820 -2.766965 0.2542 -0.0479 0.0164 0.002
C 3.043165 0.444923 -3.457397 -0.1052 0.0646 -0.0416 0.000
C 3.362867 -0.737684 -4.094243 0.0861 -0.0638 -0.0829 0.000
S 1.549513 1.995364 -1.862157 -0.7701 -0.1416 0.2926 0.013
O 1.580986 3.130567 -2.709645 0.2458 0.0950 -0.1624 0.006
O 2.466308 1.968214 -0.681985 -0.3437 -0.0619 0.3221 0.042
N 0.189022 1.791337 -1.021022 -0.3412 -0.2011 -0.8775 0.053
C -1.150247 1.829337 -1.511944 0.6654 0.0780 0.2805 -0.003
C -1.537656 2.047151 -2.804343 0.2083 0.0827 -0.1714 0.015
C -2.910725 2.026243 -3.142709 0.1506 0.0181 -0.1699 -0.001
C -3.867081 1.812034 -2.198702 -0.1345 0.0087 0.0552 0.014
C -3.485781 1.597192 -0.855091 -0.0591 -0.0217 0.1708 0.002
C -4.403266 1.381536 0.198962 -0.1406 -0.0053 -0.1072 -0.001
C -3.942883 1.163900 1.462094 0.0624 0.0135 0.1512 0.001
C -2.549896 1.159088 1.690180 0.0119 -0.1423 -0.1531 0.009
N -1.665786 1.376563 0.745970 -0.6978 -0.6158 0.0991 0.080
C -2.122249 1.595427 -0.519032 0.0858 -0.0233 0.3598 0.008
H 2.034052 -3.804487 -4.824751 0.0453 0.0592 0.0101 0.000
H 3.659149 -3.641702 -4.149855 -0.0362 0.0284 -0.0172 0.000
H 3.296552 -2.948726 -5.725796 -0.0508 -0.0007 0.0915 0.000
H 0.588481 -2.544946 -3.381957 0.0850 0.0831 0.0181 0.000
H -0.001167 -0.451473 -2.206350 0.0499 -0.0057 0.0038 0.000
H 3.714740 1.298555 -3.494276 -0.0784 -0.1353 0.0143 0.000
H 4.300315 -0.813615 -4.638288 -0.1058 0.0001 0.0831 0.000
H -0.799760 2.258019 -3.568297 -0.0356 -0.0264 -0.0148 0.001
H -3.197221 2.186652 -4.175382 0.0619 0.0294 0.0734 0.000
H -4.918938 1.814639 -2.459796 0.0587 -0.0141 0.0232 0.001
H -5.467450 1.391008 -0.014753 0.0857 -0.0051 0.0275 0.000
H -4.622708 0.998388 2.287965 0.0575 0.0011 -0.0346 0.000
H -2.161736 0.960516 2.688588 -0.1755 -0.0560 -0.2074 0.001
C 0.763755 -4.295158 0.508144 0.0070 0.2221 0.1252 0.000
N 0.272722 -3.112532 1.239508 -0.0171 -0.1713 -0.0045 0.002
C -0.161878 -3.267589 2.630141 0.0398 0.0968 -0.2501 0.000
C 0.295910 -1.926205 0.647308 -0.1737 0.1842 0.0994 0.004
O -0.054372 -0.850711 1.168177 0.1957 -0.2823 -0.2404 0.038
H 0.518586 -5.184659 1.079470 -0.0478 -0.0028 0.0340 0.000
H 1.846457 -4.262793 0.377522 -0.0415 0.0414 0.0630 0.000
H 0.286666 -4.377095 -0.468319 -0.0151 0.0651 0.0421 0.000
H -0.779276 -4.159360 2.711858 -0.0068 -0.0121 -0.0028 0.000
H -0.747992 -2.399568 2.920408 0.0115 0.0190 -0.0568 0.000
H 0.694180 -3.354563 3.295843 0.1041 -0.0279 0.0175 0.000
H 0.639767 -1.968624 -0.394380 0.0723 0.0362 0.0426 0.000
```
Forces are in eV/Å.

The following is a quantum chemistry calculation of a cluster of 2 separate species, C6H8ClNS in total at a distorted geometry, from the OMol25 dataset.

The LUMO energy (alpha / beta) is -0.75 / -0.52 eV. Its total energy is -31194.4605 eV. The value obtained for the gap between HOMO and LUMO (alpha / beta) is 8.2 / 6.8 eV. Its net charge is 0.

The geometry in XYZ format:
```
17
Properties=species:S:1:pos:R:3:forces:R:3:mulliken_charge:R:1
C -1.573664 -1.768809 -0.395208 0.5598 -1.1688 0.0711 -0.285
C -0.843516 -1.440563 0.781885 -0.8180 2.5125 -0.7240 -0.867
C -2.007461 -0.709190 -1.137646 -1.6721 0.4397 0.5319 -0.220
C -0.892342 0.022151 1.081565 -1.2854 -1.9915 -2.0803 0.394
C 1.529590 1.148781 -0.928199 -1.4329 0.8588 -1.1870 -0.528
C -0.444390 0.658020 2.183733 1.8564 0.2259 0.3735 -0.606
N 2.062572 0.268597 0.048608 0.2335 0.8621 1.1963 -0.147
S -1.773161 0.796148 -0.309230 0.0635 -0.2130 0.8111 -0.195
Cl 2.035338 -1.366630 -0.212569 -0.0643 -0.0131 -0.7633 -0.044
H -1.873828 -2.760381 -0.816830 0.8232 0.6551 0.9359 0.318
H -0.213274 -2.023140 1.409832 -0.0825 -0.7988 0.2901 0.522
H -2.845861 -0.830745 -1.859906 1.1221 0.4244 0.2790 0.388
H 2.027782 1.007671 -1.911746 0.4913 0.6946 0.5648 0.356
H 0.483135 1.025387 -1.303236 0.3736 -0.7984 0.7844 0.112
H 1.420356 2.209945 -0.496358 1.1031 -1.5207 -0.7199 0.262
H -0.559688 1.740774 2.365821 -0.0150 -0.7992 -0.1771 0.305
H 0.363581 0.114138 2.748688 -1.2563 0.6304 -0.1865 0.235
```
Forces are in eV/Å.